1.
Below is a 2-piece molecular cluster, C10H16O overall in a non-equilibrium geometry, with properties calculated with ωB97M-V with the def2-TZVPD basis set.

The value obtained for the energy above the lowest of the compared OMol25 structures with the same formula, charge and spin is 30.78 kcal per mole. The highest occupied orbital energy comes out at -8.318 eV. The spin multiplicity is 1. Its gap between HOMO and LUMO is 9.14 eV. Its total energy is -465.84875 Eh. For the lowest unoccupied orbital energy, the calculation gives 0.82 eV. The SMILES is CCc1ccc(O)cc1.CC.

The geometry in XYZ format:
```
27
C10H16O, DFT ωB97M-V with the def2-TZVPD basis set
C 0.282 3.271 -1.808
C -0.422 2.037 -1.254
C 0.479 0.858 -0.948
C -0.011 -0.427 -1.017
C 0.799 -1.483 -0.545
C 1.891 -1.230 0.240
O 2.512 -2.143 1.025
C 2.471 0.047 0.172
C 1.763 1.065 -0.420
H 0.985 3.661 -1.086
H -0.453 4.032 -2.042
H 0.778 3.115 -2.768
H -0.897 2.366 -0.353
H -1.219 1.715 -1.926
H -0.961 -0.733 -1.431
H 0.561 -2.485 -0.882
H 2.079 -3.000 1.060
H 3.402 0.197 0.649
H 2.268 2.009 -0.570
C -1.606 -1.140 2.100
C -2.514 -2.130 1.342
H -1.797 -0.094 1.894
H -1.585 -1.189 3.191
H -0.565 -1.290 1.806
H -3.136 -2.632 2.076
H -1.947 -2.863 0.797
H -3.156 -1.535 0.697
```


2.
Below is a 2-piece molecular cluster, C10H16O overall in a non-equilibrium geometry, with properties calculated with ωB97M-V with the def2-TZVPD basis set.

The value obtained for the energy above the lowest of the compared OMol25 structures with the same formula, charge and spin is 45.12 kcal per mole. The highest occupied orbital energy comes out at -8.240 eV. The spin multiplicity is 1. Its gap between HOMO and LUMO is 9.06 eV. Its total energy is -465.82589 Eh. For the lowest unoccupied orbital energy, the calculation gives 0.82 eV. The SMILES is CCc1ccc(O)cc1.CC.

The geometry in XYZ format:
```
27
C10H16O, DFT ωB97M-V with the def2-TZVPD basis set
C 0.763 -2.193 -2.532
C 1.251 -1.517 -1.258
C 0.089 -0.811 -0.687
C -0.102 0.465 -1.123
C -1.137 1.326 -0.645
C -2.056 0.697 0.275
O -3.172 1.254 0.865
C -1.812 -0.610 0.691
C -0.792 -1.365 0.267
H 1.138 -1.637 -3.436
H -0.312 -2.257 -2.732
H 1.251 -3.116 -2.544
H 1.572 -2.348 -0.634
H 2.074 -0.767 -1.413
H 0.570 0.930 -1.864
H -1.199 2.341 -0.919
H -3.195 2.202 0.777
H -2.563 -0.962 1.416
H -0.678 -2.386 0.586
C 1.971 1.245 1.762
C 3.492 1.241 2.026
H 1.263 1.984 2.166
H 1.867 1.308 0.682
H 1.533 0.334 2.037
H 4.213 2.037 1.656
H 3.894 1.171 3.033
H 3.950 0.274 1.612
```


3.
Below is a 2-piece molecular cluster, C10H16O overall in a non-equilibrium geometry, with properties calculated with ωB97M-V with the def2-TZVPD basis set.

The value obtained for the energy above the lowest of the compared OMol25 structures with the same formula, charge and spin is 29.94 kcal per mole. The highest occupied orbital energy comes out at -8.372 eV. The spin multiplicity is 1. Its gap between HOMO and LUMO is 9.16 eV. Its total energy is -465.85009 Eh. For the lowest unoccupied orbital energy, the calculation gives 0.79 eV. The SMILES is Cc1ccc(O)cc1.CCC.

The geometry in XYZ format:
```
27
C10H16O, DFT ωB97M-V with the def2-TZVPD basis set
C -2.765 -1.175 2.465
C -2.095 -1.134 1.101
C -2.474 -0.172 0.187
C -1.966 -0.210 -1.119
C -1.035 -1.202 -1.450
O -0.544 -1.224 -2.718
C -0.559 -2.069 -0.475
C -1.104 -2.073 0.809
H -2.083 -1.471 3.260
H -3.644 -1.820 2.405
H -3.256 -0.221 2.694
H -3.334 0.483 0.272
H -2.349 0.452 -1.885
H 0.163 -1.895 -2.800
H 0.302 -2.699 -0.688
H -0.744 -2.743 1.570
C 3.607 1.174 0.111
C 2.189 1.309 -0.418
C 1.731 2.744 -0.671
H 3.726 1.553 1.121
H 4.326 1.631 -0.572
H 3.759 0.101 0.000
H 2.030 0.749 -1.348
H 1.468 0.722 0.183
H 1.486 3.238 0.265
H 2.476 3.242 -1.279
H 0.688 2.710 -1.020
```


4.
Below is a 2-piece molecular cluster, C10H16O overall in a non-equilibrium geometry, with properties calculated with ωB97M-V with the def2-TZVPD basis set.

The value obtained for the energy above the lowest of the compared OMol25 structures with the same formula, charge and spin is 22.79 kcal per mole. The highest occupied orbital energy comes out at -8.357 eV. The spin multiplicity is 1. Its gap between HOMO and LUMO is 9.22 eV. Its total energy is -465.86149 Eh. For the lowest unoccupied orbital energy, the calculation gives 0.86 eV. The SMILES is Cc1ccc(O)cc1.CCC.

The geometry in XYZ format:
```
27
C10H16O, DFT ωB97M-V with the def2-TZVPD basis set
C 3.129 -1.008 -0.543
C 1.739 -1.346 -0.055
C 0.825 -1.968 -0.889
C -0.500 -2.178 -0.499
C -0.866 -1.768 0.768
O -2.149 -1.840 1.238
C 0.045 -1.155 1.640
C 1.339 -0.949 1.229
H 3.235 -1.297 -1.580
H 3.838 -1.616 0.013
H 3.391 0.024 -0.302
H 1.230 -2.183 -1.873
H -1.211 -2.745 -1.092
H -2.716 -2.294 0.606
H -0.337 -0.919 2.623
H 2.080 -0.399 1.813
C -2.219 2.349 0.465
C -0.934 2.730 -0.273
C -0.309 1.556 -1.032
H -1.966 1.792 1.361
H -2.830 1.674 -0.135
H -2.818 3.218 0.723
H -1.105 3.590 -0.927
H -0.227 3.076 0.487
H -1.083 0.798 -1.220
H -0.070 1.789 -2.077
H 0.488 1.071 -0.469
```


5.
Below is a 2-piece molecular cluster, C10H16O overall in a non-equilibrium geometry, with properties calculated with ωB97M-V with the def2-TZVPD basis set.

The value obtained for the energy above the lowest of the compared OMol25 structures with the same formula, charge and spin is 35.11 kcal per mole. The highest occupied orbital energy comes out at -8.550 eV. The spin multiplicity is 1. Its gap between HOMO and LUMO is 9.39 eV. Its total energy is -465.84185 Eh. For the lowest unoccupied orbital energy, the calculation gives 0.84 eV. The SMILES is Cc1ccc(O)cc1.CCC.

The geometry in XYZ format:
```
27
C10H16O, DFT ωB97M-V with the def2-TZVPD basis set
C -1.151 -2.203 -0.889
C 0.224 -1.930 -0.363
C 0.507 -1.558 0.939
C 1.745 -1.020 1.292
C 2.732 -0.842 0.350
O 3.777 0.024 0.506
C 2.573 -1.518 -0.862
C 1.332 -2.039 -1.201
H -1.749 -1.291 -0.785
H -1.659 -2.980 -0.330
H -1.165 -2.406 -1.956
H -0.183 -1.692 1.768
H 1.792 -0.587 2.282
H 4.253 -0.111 1.345
H 3.474 -1.679 -1.442
H 1.251 -2.258 -2.267
C -0.829 1.451 0.823
C -1.448 2.770 0.419
C -2.543 2.530 -0.656
H 0.141 1.606 1.304
H -0.500 0.888 -0.039
H -1.366 0.782 1.496
H -2.034 3.213 1.223
H -0.745 3.417 -0.063
H -2.207 1.832 -1.421
H -3.480 2.175 -0.224
H -2.744 3.425 -1.249
```


6.
Below is a 2-piece molecular cluster, C10H16O overall in a non-equilibrium geometry, with properties calculated with ωB97M-V with the def2-TZVPD basis set.

The value obtained for the energy above the lowest of the compared OMol25 structures with the same formula, charge and spin is 44.84 kcal per mole. The highest occupied orbital energy comes out at -8.312 eV. The spin multiplicity is 1. Its gap between HOMO and LUMO is 9.14 eV. Its total energy is -465.82635 Eh. For the lowest unoccupied orbital energy, the calculation gives 0.83 eV. The SMILES is CCc1ccc(O)cc1.CC.

The geometry in XYZ format:
```
27
C10H16O, DFT ωB97M-V with the def2-TZVPD basis set
C 1.498 2.405 -1.892
C 1.091 0.965 -1.597
C 0.210 0.975 -0.442
C -1.043 1.433 -0.669
C -2.014 1.537 0.354
C -1.563 1.295 1.643
O -2.395 1.340 2.682
C -0.208 1.007 1.913
C 0.707 0.860 0.839
H 1.802 2.986 -1.015
H 0.662 3.095 -2.219
H 2.384 2.371 -2.567
H 0.594 0.638 -2.536
H 2.068 0.390 -1.427
H -1.493 1.574 -1.683
H -3.076 1.788 0.069
H -3.178 1.891 2.506
H 0.046 0.896 2.977
H 1.784 0.786 0.975
C -0.054 -2.891 0.507
C 0.488 -4.208 0.038
H 0.886 -2.211 0.465
H -0.749 -2.514 -0.192
H -0.300 -2.746 1.559
H -0.354 -4.773 -0.373
H 0.975 -4.928 0.792
H 1.232 -3.961 -0.709
```


7.
Below is a 2-piece molecular cluster, C10H16O overall in a non-equilibrium geometry, with properties calculated with ωB97M-V with the def2-TZVPD basis set.

The value obtained for the energy above the lowest of the compared OMol25 structures with the same formula, charge and spin is 75.37 kcal per mole. The highest occupied orbital energy comes out at -8.077 eV. The spin multiplicity is 1. Its gap between HOMO and LUMO is 8.84 eV. Its total energy is -465.77769 Eh. For the lowest unoccupied orbital energy, the calculation gives 0.76 eV. The SMILES is CCc1ccc(O)cc1.CC.

The geometry in XYZ format:
```
27
C10H16O, DFT ωB97M-V with the def2-TZVPD basis set
C -0.617 -1.049 1.811
C 0.079 0.125 0.976
C 0.941 -0.567 -0.033
C 0.290 -1.002 -1.228
C 0.961 -2.019 -1.858
C 2.284 -2.454 -1.542
O 2.845 -3.414 -2.364
C 2.974 -1.756 -0.496
C 2.242 -0.930 0.350
H -0.096 -2.039 1.763
H -1.591 -1.289 1.373
H -0.935 -0.730 2.825
H -0.674 0.801 0.588
H 0.742 0.680 1.795
H -0.707 -0.526 -1.653
H 0.394 -2.544 -2.754
H 2.170 -3.860 -3.068
H 4.078 -1.948 -0.346
H 2.594 -0.414 1.221
C -2.767 3.195 1.001
C -1.671 3.124 -0.154
H -3.731 3.427 0.498
H -2.789 2.090 1.364
H -2.751 4.065 1.561
H -0.645 2.903 0.005
H -1.688 3.967 -0.910
H -1.933 2.162 -0.725
```


8.
Below is a 2-piece molecular cluster, C10H16O overall in a non-equilibrium geometry, with properties calculated with ωB97M-V with the def2-TZVPD basis set.

The value obtained for the energy above the lowest of the compared OMol25 structures with the same formula, charge and spin is 29.07 kcal per mole. The highest occupied orbital energy comes out at -8.400 eV. The spin multiplicity is 1. Its gap between HOMO and LUMO is 9.14 eV. Its total energy is -465.85148 Eh. For the lowest unoccupied orbital energy, the calculation gives 0.74 eV. The SMILES is Cc1ccc(O)cc1.CCC.

The geometry in XYZ format:
```
27
C10H16O, DFT ωB97M-V with the def2-TZVPD basis set
C -1.360 3.333 -1.455
C -0.215 2.437 -1.026
C 1.085 2.891 -1.142
C 2.167 2.158 -0.688
C 1.977 0.817 -0.342
O 3.104 0.059 -0.183
C 0.692 0.336 -0.234
C -0.392 1.156 -0.539
H -1.799 2.952 -2.383
H -0.935 4.286 -1.744
H -2.079 3.464 -0.654
H 1.299 3.788 -1.704
H 3.173 2.546 -0.658
H 2.923 -0.886 -0.356
H 0.544 -0.679 0.134
H -1.391 0.751 -0.414
C -1.029 -3.126 -0.011
C -0.529 -3.139 1.450
C -0.731 -1.850 2.239
H -1.464 -4.101 -0.217
H -1.910 -2.484 -0.099
H -0.209 -2.958 -0.698
H -1.017 -3.998 1.909
H 0.541 -3.373 1.493
H -1.411 -1.151 1.736
H -1.206 -1.961 3.215
H 0.173 -1.266 2.372
```